Computed, not measured: a cluster of 3 separate species, C3H11NO3S in total, with the ωB97M-V functional and the def2-TZVPD basis.

Structure (XYZ):
```
19
Properties=species:S:1:pos:R:3
N 0.9627 0.5824 1.9464
C 0.2164 -0.0506 0.8240
C 0.7712 -1.3982 0.4491
O 0.0528 -2.3535 0.2113
C 0.1418 0.8620 -0.3744
S -0.8086 2.4142 0.1278
H 1.6834 1.1352 1.5774
H 1.3696 -0.1212 2.5684
H -0.8342 -0.2410 1.2372
H 1.8405 -1.6111 0.6143
H 1.1301 1.1443 -0.8206
H -0.5019 0.4583 -1.1360
H 0.0582 2.9390 1.0110
O -2.5794 -0.8359 -0.3119
H -2.7869 -0.8501 -1.2160
H -1.9549 -1.4775 0.0369
O 2.0584 -1.5059 -2.4076
H 1.6577 -0.9163 -2.9720
H 1.5074 -2.0796 -1.8978
```

Its energy above the lowest of the compared OMol25 structures with the same formula, charge and spin is 41.4 kcal/mol. The HOMO-LUMO gap is 0.351 Ha. The structure (SMILES) is N[C@H](C=O)CS.O.O.

Atomic partial charges in e from the Mulliken method, atoms 1 to 4: atom 1 (N): -0.67, atom 2 (C): 0.58, atom 3 (C): -0.33, atom 4 (O): -0.51


Computed, not measured: a cluster of 3 separate species, C3H11NO4 in total, with the ωB97M-V functional and the def2-TZVPD basis.

Structure (XYZ):
```
19
Properties=species:S:1:pos:R:3
C 1.1282 1.8432 0.4247
C -0.0411 1.3459 -0.3951
C -0.3562 -0.1285 0.1336
O -0.8802 -0.8377 -0.8967
O -0.9901 -0.0660 1.2249
N 2.3286 1.2140 -0.0562
H 1.2051 2.9314 0.3980
H 0.9082 1.5280 1.4588
H -0.9649 1.9017 -0.2630
H 0.2114 1.2579 -1.4465
H 0.6927 -0.6314 0.2749
H 3.0352 1.0644 0.6507
H 2.1553 0.3595 -0.6490
H 2.0257 -1.3443 -2.2740
H -2.6571 -2.4724 2.1327
O 1.5300 -0.7479 -1.6970
H -2.1536 -1.2687 1.2971
H -0.0333 -0.9878 -1.4401
O -2.8305 -1.9867 1.3180
```

Its energy above the lowest of the compared OMol25 structures with the same formula, charge and spin is 175.6 kcal/mol. The HOMO-LUMO gap is 0.187 Ha.

Atomic partial charges in e from the Mulliken method, atoms 1 to 4: atom 1 (C): -0.39, atom 2 (C): -0.70, atom 3 (C): 0.39, atom 4 (O): -0.44


Computed, not measured: a cluster of 3 separate species, C3H11NO4 in total, with the ωB97M-V functional and the def2-TZVPD basis.

Structure (XYZ):
```
19
Properties=species:S:1:pos:R:3
C -0.1211 0.5189 -1.6489
C -0.3532 -0.1393 -0.2605
N -0.1103 0.7560 0.9309
C -1.8247 -0.5520 -0.2528
O -2.6799 -0.1723 0.5040
O -2.0880 -1.4443 -1.2337
H 0.9339 0.6994 -1.8389
H -0.6192 -0.0826 -2.3974
H -0.6056 1.5037 -1.6835
H 0.3792 -0.9255 -0.1046
H -1.0227 0.8309 1.3654
H 0.0515 1.6611 0.5247
H -3.0178 -1.5043 -1.3877
O 0.8220 -2.6073 1.2909
H 0.4077 -1.9436 1.8609
H 1.3654 -2.9696 1.9896
O 2.9356 1.9623 1.0936
H 2.8736 2.8884 0.9706
H 2.6735 1.5201 0.2772
```

Its energy above the lowest of the compared OMol25 structures with the same formula, charge and spin is 37.6 kcal/mol. The HOMO-LUMO gap is 0.386 Ha. The structure (SMILES) is C[C@@H](N)C(=O)O.O.O.

Atomic partial charges in e from the Mulliken method, atoms 1 to 4: atom 1 (C): -1.45, atom 2 (C): 0.03, atom 3 (N): -0.60, atom 4 (C): 0.67


Computed, not measured: a cluster of 4 separate species, C3H11NO5 in total, with the ωB97M-V functional and the def2-TZVPD basis.

Structure (XYZ):
```
20
Properties=species:S:1:pos:R:3
O 1.1149 -2.6063 -0.5068
C 1.8933 -1.6968 -0.6295
C 1.4640 -0.2610 -0.6892
N 0.0442 -0.1561 -0.8730
C -0.5233 1.0514 -1.0207
O 0.1183 2.0794 -1.1396
H 2.9802 -1.8889 -0.6634
H 1.7561 0.2410 0.2439
H 2.0566 0.2637 -1.4378
H -0.5355 -0.9849 -0.8136
H -1.6231 1.0416 -1.0207
O -1.2166 0.7344 3.4084
H -1.7032 0.4741 2.6228
H -0.7324 1.5407 3.1865
O -1.7363 -2.7496 -1.4429
H -1.1656 -2.9500 -2.1934
H -1.3572 -3.2716 -0.7264
O -0.3780 3.2145 1.5563
H 0.2724 3.5336 0.9225
H -0.7288 2.3907 1.2167
```

Its energy above the lowest of the compared OMol25 structures with the same formula, charge and spin is 27.7 kcal/mol. The HOMO-LUMO gap is 0.398 Ha. The structure (SMILES) is O=CCNC=O.O.O.O.

Atomic partial charges in e from the Mulliken method, atoms 1 to 4: atom 1 (O): -0.45, atom 2 (C): -0.01, atom 3 (C): -0.42, atom 4 (N): 0.00


Computed, not measured: a cluster of 2 separate species, C3H11NOP in total, with the ωB97M-V functional and the def2-TZVPD basis.

Structure (XYZ):
```
17
Properties=species:S:1:pos:R:3
C 1.3756 -0.3199 -2.1364
C -0.6209 0.8962 2.5386
C 0.1586 -0.5574 -1.2794
N -0.6168 0.9004 1.1017
O -0.9874 -0.2542 -1.6800
P 0.2404 -1.2473 0.3833
H 1.0032 -0.5386 -3.1443
H 2.1371 -1.0330 -1.9174
H 1.5336 0.7898 -2.0340
H -0.4959 1.9691 2.8441
H -1.5980 0.4343 2.9217
H 0.2609 0.3862 3.0034
H 0.3824 1.2009 0.7904
H -1.2513 1.6581 0.8634
H -1.0281 -0.0670 -2.6208
H 0.6285 -2.5655 -0.2629
H -1.1219 -1.6520 0.6286
```

Its energy above the lowest of the compared OMol25 structures with the same formula, charge and spin is 91.4 kcal/mol. As for the charge: +1. The HOMO-LUMO gap is 0.308 Ha.

Atomic partial charges in e from the Mulliken method, atoms 1 to 4: atom 1 (C): -0.91, atom 2 (C): -0.95, atom 3 (C): 0.48, atom 4 (N): -0.55


Computed, not measured: a cluster of 2 separate species, C3H11NOS in total, with the ωB97M-V functional and the def2-TZVPD basis.

Structure (XYZ):
```
17
Properties=species:S:1:pos:R:3
C 1.7424 -2.3084 -1.5327
C 2.1614 -2.1081 -0.0778
S 2.8007 -0.4609 0.3729
H 2.6582 -2.2274 -2.1247
H 1.0415 -1.5593 -1.8989
H 1.3448 -3.3071 -1.6127
H 1.3478 -2.2887 0.6276
H 2.9131 -2.8675 0.1601
H 4.0107 -0.8126 0.8424
N -3.1953 0.5854 0.4991
C -2.8897 1.9750 0.7425
O -3.4335 2.8725 -0.2013
H -4.1530 0.5642 0.1348
H -2.6535 0.2573 -0.3073
H -3.3488 2.3103 1.6617
H -1.8073 2.0159 0.8702
H -3.0688 2.6867 -1.0830
```

Its energy above the lowest of the compared OMol25 structures with the same formula, charge and spin is 14.7 kcal/mol. As for the charge: -1. The HOMO-LUMO gap (spin up / spin down) is 0.081 / 0.343 Ha. The spin multiplicity is 2.

Atomic partial charges in e from the Mulliken method, atoms 1 to 4: atom 1 (C): -1.72, atom 2 (C): -1.33, atom 3 (S): 0.00, atom 4 (H): 0.41


Computed, not measured: a cluster of 2 separate species, C3H11NOS in total, with the ωB97M-V functional and the def2-TZVPD basis.

Structure (XYZ):
```
17
Properties=species:S:1:pos:R:3
C -1.8908 1.4018 0.7555
S -0.7605 2.8052 0.5491
C 0.3245 2.0961 -0.7269
H -2.6517 1.6672 1.4787
H -2.3052 1.2241 -0.2360
H -1.3177 0.5435 1.1381
H 1.2339 1.9034 -0.1543
H 0.4255 2.9057 -1.4500
H 0.0519 1.1298 -1.1676
N -0.0090 -2.3744 -0.8636
C 1.1479 -2.5302 -0.0183
O 1.8424 -3.7730 -0.2027
H -0.8525 -2.7113 -0.4159
H 0.1664 -2.9603 -1.6725
H 0.9761 -2.4494 1.0562
H 1.8541 -1.7381 -0.3071
H 2.5368 -3.8110 0.4449
```

Its energy above the lowest of the compared OMol25 structures with the same formula, charge and spin is 23.8 kcal/mol. The HOMO-LUMO gap is 0.333 Ha. The structure (SMILES) is CSC.NCO.

Atomic partial charges in e from the Mulliken method, atoms 1 to 4: atom 1 (C): -0.72, atom 2 (S): -0.10, atom 3 (C): -0.75, atom 4 (H): 0.30


Computed, not measured: a cluster of 2 separate species, C3H11NOS in total, with the ωB97M-V functional and the def2-TZVPD basis.

Structure (XYZ):
```
17
Properties=species:S:1:pos:R:3
C -1.0948 0.1138 -0.4673
N 0.0119 -0.3904 0.3416
C 0.9419 0.4901 1.0266
C 2.0595 0.9747 0.1032
S 2.8376 2.4052 0.9523
H -0.9822 -0.1263 -1.5129
H -2.0242 -0.2886 -0.0576
H -1.1613 1.1965 -0.3405
H 0.4454 -1.2132 -0.0443
H 1.2128 -0.0596 1.9277
H 0.3686 1.3607 1.3538
H 1.5108 1.3347 -0.7651
H 2.7860 0.2067 -0.1402
H 3.6074 2.7694 -0.0794
O -3.5514 -2.6523 -1.0436
H -4.1641 -3.3537 -0.8054
H -2.8040 -2.7677 -0.4490
```

Its energy above the lowest of the compared OMol25 structures with the same formula, charge and spin is 21.9 kcal/mol. The HOMO-LUMO gap is 0.342 Ha. The structure (SMILES) is CNCCS.O.

Atomic partial charges in e from the Mulliken method, atoms 1 to 4: atom 1 (C): -0.88, atom 2 (N): -0.28, atom 3 (C): -0.94, atom 4 (C): -0.31


Computed, not measured: a cluster of 2 separate species, C3H11NOS2 in total, with the ωB97M-V functional and the def2-TZVPD basis.

Structure (XYZ):
```
18
Properties=species:S:1:pos:R:3
C 2.2311 0.0382 0.8403
C 0.6974 -0.0575 0.7216
N 0.2327 -1.2533 0.0648
C 0.1970 1.2016 0.0220
S -1.6822 1.2593 0.3196
S -2.3617 2.5285 -1.1432
H 2.6648 0.4195 -0.1001
H 2.7047 -0.9488 0.9156
H 2.5354 0.6604 1.6813
H 0.3327 -0.0356 1.7649
H 0.6192 -2.0924 0.4697
H 0.4262 -1.2322 -0.9288
H 0.3619 1.0957 -1.0558
H 0.6250 2.1369 0.3679
H -2.7141 1.5379 -2.0330
O -2.1957 -2.0879 -0.8023
H -3.0671 -1.6655 -0.8175
H -1.6072 -1.5049 -0.2869
```

Its energy above the lowest of the compared OMol25 structures with the same formula, charge and spin is 0.0 kcal/mol. The HOMO-LUMO gap is 0.358 Ha. The structure (SMILES) is C[C@H](N)CSS.O.

Atomic partial charges in e from the Mulliken method, atoms 1 to 4: atom 1 (C): -1.42, atom 2 (C): 0.18, atom 3 (N): -0.55, atom 4 (C): -0.78


Computed, not measured: a cluster of 2 separate species, C3H11NOS2 in total, with the ωB97M-V functional and the def2-TZVPD basis.

Structure (XYZ):
```
18
Properties=species:S:1:pos:R:3
C 0.5476 -2.0459 -3.3775
S 0.4928 -0.6157 -2.1448
S -0.0004 -1.6889 -0.4769
C 0.9456 -0.8105 0.8259
C 0.1955 0.4410 1.2440
N -0.9335 0.1370 2.1581
H 1.6276 -2.1321 -3.4670
H 0.1079 -1.7488 -4.3180
H 0.0850 -2.8621 -2.8369
H 1.0494 -1.3933 1.7392
H 1.8214 -0.3950 0.3130
H 0.8558 1.1499 1.7509
H -0.2517 0.9801 0.3983
H -1.4463 -0.6174 1.7083
H -1.5360 0.9502 2.1582
O -1.0107 3.4057 1.0738
H -0.6289 3.7154 1.8998
H -1.9213 3.5302 1.3516
```

Its energy above the lowest of the compared OMol25 structures with the same formula, charge and spin is 18.6 kcal/mol. The HOMO-LUMO gap is 0.314 Ha. The structure (SMILES) is CSSCCN.O.

Atomic partial charges in e from the Mulliken method, atoms 1 to 4: atom 1 (C): -0.78, atom 2 (S): -0.06, atom 3 (S): -0.11, atom 4 (C): -0.83


> Which formula does entry 5 have?

C3H11NOP